{"formula": "C6H9NO2", "method": "the ωB97M-V functional and the def2-TZVPD basis", "species": ["C", "C", "O", "C", "O", "C", "C", "C", "N", "H", "H", "H", "H", "H", "H", "H", "H", "H"], "coordinates": [[-0.307, 1.250, 2.147], [0.239, 0.846, 0.809], [1.252, 1.658, 0.314], [-0.448, 0.095, -0.103], [-1.630, -0.532, 0.121], [0.374, -0.451, -1.239], [-0.389, -1.318, -2.227], [1.317, -1.201, -0.368], [2.002, -2.009, 0.104], [-0.392, 2.337, 2.206], [-1.302, 0.859, 2.348], [0.352, 0.915, 2.951], [1.683, 2.131, 1.035], [-1.931, -0.374, 1.022], [0.923, 0.368, -1.713], [-0.780, -2.207, -1.734], [0.267, -1.609, -3.045], [-1.230, -0.758, -2.629]], "lowdin_charge": [-0.01, -0.32, 0.03, -0.28, 0.07, -0.27, -0.04, -0.20, 0.16, 0.09, 0.07, 0.09, 0.11, 0.10, 0.15, 0.09, 0.09, 0.09], "homo_ha": -0.2945, "homo_lumo_gap_ev": 8.48, "multiplicity": 1, "smiles": "C/C(O)=C(\\O)[C@H](C)C#N"}

***

{"formula": "C6H9NO3", "method": "the ωB97M-V functional and the def2-TZVPD basis", "species": ["C", "C", "O", "C", "C", "C", "O", "C", "N", "H", "H", "H", "H", "H", "H", "H", "O", "H", "H"], "coordinates": [[-1.443, -0.726, 0.853], [-0.665, 0.232, -0.031], [-1.100, 1.595, 0.101], [0.179, 2.048, 0.596], [0.728, 0.641, 0.477], [1.721, -0.111, 1.225], [1.933, 0.288, -0.140], [-0.711, -0.208, -1.460], [-0.787, 0.115, -2.619], [-1.401, -0.367, 1.890], [-2.491, -0.776, 0.530], [-1.000, -1.730, 0.808], [0.649, 2.780, -0.076], [0.108, 2.450, 1.615], [2.341, 0.413, 1.957], [1.579, -1.184, 1.378], [-0.087, -2.104, -2.221], [-0.295, -1.288, -3.157], [0.743, -2.070, -1.725]], "lowdin_charge": [0.01, -0.42, -0.03, -0.04, -0.37, -0.03, 0.03, -0.09, 0.14, 0.10, 0.10, 0.10, 0.14, 0.13, 0.12, 0.12, -0.22, 0.19, 0.01], "homo_ha": -0.3446, "homo_lumo_gap_ev": 9.96, "multiplicity": 1}

***

{"formula": "C6H9NO3P", "method": "the ωB97M-V functional and the def2-TZVPD basis", "species": ["C", "C", "C", "C", "C", "C", "N", "O", "O", "O", "P", "H", "H", "H", "H", "H", "H", "H", "H", "H"], "coordinates": [[0.010, -0.702, -0.881], [0.730, -1.684, -0.093], [2.575, -0.131, 0.128], [-2.351, -0.848, -1.007], [-1.343, 0.212, 1.134], [-1.186, 0.024, -0.448], [1.759, 0.898, 0.042], [0.133, -2.774, 0.108], [3.794, -0.087, 0.091], [2.014, -1.471, 0.264], [2.616, 2.229, -0.382], [-3.255, -0.508, -0.447], [-2.110, -1.911, -0.565], [-2.439, -0.950, -2.115], [-1.925, 1.126, 1.219], [-0.368, 0.577, 1.781], [-1.823, -0.719, 1.495], [-1.253, 0.977, -0.936], [2.905, 2.795, 0.949], [1.515, 2.945, -0.336]], "lowdin_charge": [0.15, -0.55, -0.72, -0.09, -0.08, -0.46, -0.28, 0.01, -0.05, 0.08, 0.71, 0.07, 0.10, 0.08, 0.04, 0.12, 0.07, 0.11, -0.11, -0.19], "homo_ha": -0.1652, "homo_lumo_gap_ev": 7.84, "charge": -1, "multiplicity": 1}

***

{"formula": "C6H9NO4", "method": "the ωB97M-V functional and the def2-TZVPD basis", "species": ["C", "C", "C", "C", "C", "C", "N", "O", "O", "O", "O", "H", "H", "H", "H", "H", "H", "H", "H", "H"], "coordinates": [[-1.305, 1.132, -0.410], [-0.507, 0.100, -0.516], [1.340, 2.588, -1.755], [0.575, -0.301, -1.683], [-0.411, -2.063, 0.583], [0.996, -0.226, 1.404], [-0.370, -0.616, 0.849], [1.207, -1.320, -1.390], [2.406, 2.736, -2.115], [0.649, 0.547, -2.553], [-2.004, 1.491, 0.766], [-1.483, 1.674, -1.245], [-1.210, -2.350, -0.064], [0.460, -2.387, 0.056], [-0.505, -2.474, 1.509], [1.715, -0.157, 0.604], [0.933, 0.665, 1.844], [1.258, -0.956, 2.073], [-1.114, -0.291, 1.308], [-2.632, 2.210, 0.733]], "lowdin_charge": [-0.13, -0.05, 0.00, -0.66, 0.00, 0.08, -0.05, -0.03, 0.05, -0.04, 0.03, 0.09, 0.11, 0.08, 0.07, 0.11, 0.06, 0.08, 0.09, 0.11], "homo_ha": [-0.1966, -0.3307], "homo_lumo_gap_ev": [5.41, 6.54], "s2": 2.01, "multiplicity": 3}

***

{"formula": "C6H9NS", "method": "the ωB97M-V functional and the def2-TZVPD basis", "species": ["C", "C", "C", "C", "N", "C", "C", "S", "H", "H", "H", "H", "H", "H", "H", "H", "H"], "coordinates": [[-0.923, -1.094, -2.075], [0.161, -0.416, -1.763], [0.538, 0.020, -0.415], [0.268, 1.440, 0.045], [0.253, 1.378, 1.538], [-0.313, 0.014, 1.892], [0.214, -0.920, 0.768], [1.975, -0.795, 0.372], [-1.650, -1.295, -1.308], [-1.141, -1.318, -3.115], [0.885, -0.240, -2.594], [-0.743, 1.666, -0.248], [0.927, 2.160, -0.353], [1.230, 1.448, 1.910], [-1.425, 0.037, 1.735], [-0.053, -0.199, 2.961], [-0.204, -1.886, 0.649]], "lowdin_charge": [0.02, -0.19, -0.67, -0.19, -0.08, -0.19, -0.48, 0.89, 0.06, 0.06, 0.12, 0.11, 0.11, 0.10, 0.12, 0.12, 0.09], "homo_ha": -0.3259, "homo_lumo_gap_ev": 9.78, "multiplicity": 1, "smiles": "C=C[C@@]12CNC[C@@H]1S2"}

***

{"formula": "C6H9NS", "method": "the ωB97M-V functional and the def2-TZVPD basis", "species": ["C", "C", "S", "C", "C", "C", "C", "N", "H", "H", "H", "H", "H", "H", "H", "H", "H"], "coordinates": [[1.570, 1.922, -0.229], [1.000, 0.754, 0.026], [1.904, -0.988, 0.172], [0.246, -1.857, -0.550], [-0.520, -0.566, -0.944], [-1.767, 0.239, -0.403], [-0.431, 0.295, 0.296], [-0.534, -0.273, 1.601], [2.578, 2.267, -0.646], [1.071, 2.927, -0.161], [-0.185, -2.233, 0.369], [0.447, -2.607, -1.257], [-0.088, -0.025, -1.753], [-2.467, -0.077, 0.267], [-2.267, 0.844, -1.224], [0.257, -0.962, 1.979], [-0.816, 0.341, 2.457]], "lowdin_charge": [-0.03, -0.46, 0.79, -0.27, -0.24, 0.03, -0.56, -0.02, 0.08, 0.07, 0.05, 0.04, 0.12, 0.06, 0.12, 0.10, 0.13], "homo_ha": -0.3132, "homo_lumo_gap_ev": 9.38, "multiplicity": 1, "smiles": "C=C1SC[C@H]2C[C@]12N"}

***

{"formula": "C6H9O3P", "method": "the ωB97M-V functional and the def2-TZVPD basis", "species": ["C", "C", "C", "C", "C", "C", "O", "O", "O", "P", "H", "H", "H", "H", "H", "H", "H", "H", "H"], "coordinates": [[0.126, 1.258, -0.479], [-0.585, -0.077, 0.013], [1.128, 1.617, 0.501], [-0.317, 1.778, -1.728], [-1.642, -0.703, -0.818], [1.297, -2.037, 1.341], [1.935, 2.495, 0.420], [-0.740, -0.623, 2.716], [1.037, 0.830, 1.650], [0.199, -0.537, 1.557], [-1.395, 1.701, -1.828], [0.031, 1.101, -2.585], [0.149, 2.831, -1.851], [-1.429, -0.793, -1.815], [-2.624, -0.064, -0.819], [-1.724, -1.706, -0.348], [0.810, -2.732, 1.973], [1.460, -2.310, 0.338], [2.284, -2.028, 1.764]], "lowdin_charge": [-0.13, -0.19, -0.48, -0.06, -0.09, -0.11, 0.14, -0.31, -0.09, 0.60, 0.08, 0.13, 0.13, 0.04, 0.13, 0.09, 0.03, 0.03, 0.05], "homo_ha": [-0.2801, -0.3782], "homo_lumo_gap_ev": [8.10, 7.61], "s2": 2.01, "multiplicity": 3}